[1]
This record from the Open Molecules 2025 dataset describes an isolated molecule of C4H6N2O at a distorted geometry. The level of theory is wB97M-V/def2-TZVPD.

CARTESIAN COORDINATES (ANGSTROEM)
C 0.135 1.410 -0.378
C 0.496 -1.330 -0.185
C -1.373 -0.199 0.740
C -0.952 0.453 -0.513
H -0.081 2.302 0.121
H 0.499 1.483 -1.406
H 0.812 -2.369 -0.634
H -2.404 -0.133 1.112
H -0.631 0.075 1.603
H -1.751 0.622 -1.216
N 1.469 -0.623 0.062
N -0.774 -0.907 -0.300
O 1.106 0.841 0.513

Atoms 1-2, force components in eV/Å:
2.1 -2.1 -0.9
1.0 -3.3 -1.8

SMILES ... C1=NOC[C@@H]2CN12
Calculated total energy ... -9268.1044 eV
M ... 98.11 Da
Highest occupied orbital energy ... -9.45 eV

[2]
This record from the Open Molecules 2025 dataset describes a structure of composition C53H57BiN6O2 at a distorted geometry. The level of theory is wB97M-V/def2-TZVPD.

CARTESIAN COORDINATES (ANGSTROEM)
Bi 0.434 -0.285 -0.174
C 2.623 4.359 4.262
C 3.009 3.910 2.798
C 2.775 2.520 2.448
C 3.646 1.471 2.510
C 5.103 1.419 2.890
C 5.398 1.304 4.392
C 2.898 0.295 2.060
C 3.446 -0.949 1.967
C 2.885 -2.061 1.356
C 3.568 -3.280 0.998
C 5.027 -3.659 1.200
C 5.873 -3.843 -0.086
C 2.599 -4.160 0.487
C 1.381 -3.412 0.431
C 0.157 -3.983 0.036
C -1.026 -3.228 -0.024
N -1.200 -1.881 0.334
C -2.505 -1.529 -0.060
C -3.101 -0.302 0.235
C -2.508 0.872 0.780
N -1.167 0.956 1.160
C -0.946 2.311 1.515
C 0.301 2.801 1.818
C 1.517 1.999 1.948
N 1.591 0.659 1.706
C -2.216 3.020 1.545
C -3.153 2.123 0.989
C -4.583 2.302 0.772
C -5.460 1.172 1.192
C -2.446 4.422 1.865
C -2.387 5.418 0.652
C -3.176 -2.719 -0.484
C -2.305 -3.778 -0.410
C -2.653 -5.217 -0.484
C -2.742 -5.895 0.873
C -4.655 -2.791 -0.695
C -5.092 -2.967 -2.179
N 1.548 -2.117 0.976
C 2.744 -5.610 0.104
C 2.466 -6.688 1.192
H 3.278 5.236 4.464
H 2.974 3.608 5.050
H 1.588 4.607 4.280
H 4.067 4.111 2.626
H 2.410 4.603 2.110
H 5.540 2.342 2.522
H 5.601 0.667 2.281
H 5.649 2.285 4.797
H 6.301 0.676 4.563
H 4.538 0.945 4.975
H 4.446 -1.043 2.353
H 5.037 -4.529 1.872
H 5.535 -2.822 1.727
H 5.406 -4.578 -0.753
H 6.890 -4.137 0.153
H 5.872 -2.905 -0.656
H 0.146 -5.032 -0.120
H -4.183 -0.151 -0.164
H 0.377 3.903 2.046
H -4.745 2.601 -0.277
H -4.751 3.263 1.332
H -5.620 0.420 0.352
H -6.513 1.534 1.308
H -5.179 0.713 2.145
H -1.795 4.631 2.735
H -3.390 4.589 2.392
H -1.452 5.466 0.034
H -2.423 6.439 1.225
H -3.284 5.504 0.000
H -1.984 -5.802 -1.078
H -3.633 -5.276 -0.924
H -1.786 -5.980 1.417
H -3.027 -6.993 0.672
H -3.463 -5.437 1.542
H -5.036 -1.798 -0.394
H -5.158 -3.510 -0.026
H -6.130 -2.607 -2.392
H -4.998 -3.994 -2.562
H -4.514 -2.340 -2.832
H 3.799 -5.612 -0.201
H 2.140 -5.891 -0.803
H 2.407 -6.216 2.202
H 3.303 -7.442 1.216
H 1.461 -7.189 1.031
C 4.183 0.567 -1.223
O 2.789 0.887 -1.553
C 2.552 2.228 -1.622
C 3.537 3.176 -1.564
C 3.228 4.552 -1.770
C 1.859 4.909 -1.880
C 0.876 3.978 -2.102
C 1.184 2.645 -1.822
N 0.294 1.598 -1.753
N -0.915 1.900 -2.152
C -1.570 0.957 -2.856
C -1.149 -0.429 -2.996
O -0.148 -0.955 -2.439
C -2.085 -1.332 -3.732
C -3.149 -0.887 -4.437
C -3.604 0.460 -4.241
C -4.780 0.905 -4.817
C -5.249 2.165 -4.640
C -4.445 3.113 -3.909
C -3.265 2.656 -3.321
C -2.794 1.351 -3.501
H 4.894 0.933 -1.945
H 4.284 -0.526 -1.250
H 4.456 0.883 -0.201
H 4.642 3.002 -1.376
H 4.032 5.239 -1.874
H 1.685 5.989 -2.074
H -0.181 4.220 -2.492
H -1.747 -2.359 -3.764
H -3.705 -1.616 -5.051
H -5.282 0.142 -5.451
H -6.228 2.386 -4.977
H -4.824 4.149 -3.688
H -2.744 3.274 -2.663

Atoms 1-2, force components in eV/Å:
0.0 -0.6 1.5
2.8 -0.8 -0.1

Calculated total energy ... -74757.6543 eV
M ... 1019.06 Da
Highest occupied orbital energy ... -6.52 eV

[3]
This record from the Open Molecules 2025 dataset describes a structure of composition C16H16F7MoN3O9Sb. The level of theory is wB97M-V/def2-TZVPD.

CARTESIAN COORDINATES (ANGSTROEM)
Mo -0.001 -0.131 -0.605
O 3.363 2.303 -1.206
C 2.204 1.811 -0.947
O 1.907 0.613 -1.098
C 1.169 2.738 -0.424
C 1.305 4.071 -0.087
C 0.193 4.705 0.462
C -0.990 4.000 0.665
C -1.026 2.667 0.293
N 0.031 2.079 -0.252
C -2.126 1.656 0.431
O -3.310 1.917 0.852
O -1.870 0.506 0.041
H 3.997 1.637 -1.533
H 2.242 4.590 -0.234
H 0.252 5.747 0.747
H -1.842 4.493 1.116
H -3.443 2.818 1.186
C 2.408 -2.930 0.344
C 1.370 -3.047 -0.740
C 0.342 -4.127 -0.551
O 0.597 -1.725 -0.727
H 3.045 -3.814 0.281
H 1.951 -2.902 1.332
H 3.043 -2.056 0.203
H 1.786 -3.024 -1.747
H -0.187 -3.998 0.392
H 0.874 -5.079 -0.519
H -0.361 -4.160 -1.379
F -4.836 -4.660 -4.862
C -4.152 -3.941 -3.994
C -3.562 -2.799 -4.343
N -2.840 -2.052 -3.411
C -2.244 -0.784 -3.761
C -0.815 -0.797 -3.266
O 0.017 -1.577 -3.595
O -0.524 0.231 -2.376
C -2.708 -2.448 -2.112
O -2.071 -1.776 -1.290
N -3.313 -3.615 -1.782
C -4.071 -4.464 -2.625
O -4.555 -5.475 -2.214
H -3.617 -2.408 -5.348
H -2.800 0.050 -3.336
H -2.223 -0.700 -4.847
H -3.246 -3.904 -0.814
F 0.746 0.125 1.283
Sb -0.079 -0.381 3.177
F -1.152 1.150 2.792
F -1.178 -1.333 1.973
F 1.142 -1.783 3.136
F -0.950 -0.792 4.744
F 1.215 0.803 3.790

Atoms 1-2, force components in eV/Å:
0.0 -0.3 -0.3
-0.1 0.0 0.0

Calculated total energy ... -67155.3598 eV
Spin multiplicity ... 2
M ... 745.00 Da
Highest occupied orbital energy (alpha / beta) ... -14.34 / -14.34 eV
Net charge ... +2

[4]
This record from the Open Molecules 2025 dataset describes a cluster of 2 separate species, C2H6O2 in total at a distorted geometry. The level of theory is wB97M-V/def2-TZVPD.

CARTESIAN COORDINATES (ANGSTROEM)
C -7.232 -1.098 -1.802
H -8.104 -1.772 -2.209
H -7.559 -0.226 -1.230
H -6.339 -0.925 -2.349
H -6.922 -1.817 -1.029
O 3.223 1.447 0.104
C 3.393 0.585 0.998
O 2.526 -0.516 1.076
H 3.894 0.626 1.935
H 2.067 -0.252 0.266

Atoms 1-2, force components in eV/Å:
-2.0 -2.5 1.7
1.7 2.0 -0.1

SMILES ... O=CO.C
Calculated total energy ... -6265.3453 eV
M ... 62.07 Da
Highest occupied orbital energy ... -11.32 eV

[5]
This record from the Open Molecules 2025 dataset describes a cluster of 2 separate species, C3H8OS in total at a distorted geometry. The level of theory is wB97M-V/def2-TZVPD.

CARTESIAN COORDINATES (ANGSTROEM)
C -2.080 -0.958 0.420
S -1.803 0.897 0.399
H -2.986 -1.336 0.911
H -2.093 -1.484 -0.570
H -1.264 -1.213 1.136
H -2.229 0.939 -0.891
C 1.790 0.887 -1.069
C 1.570 0.517 0.199
O 1.806 -0.806 0.596
H 1.718 1.962 -1.515
H 2.047 0.217 -1.844
H 1.091 1.258 0.892
H 2.433 -0.883 1.334

Atoms 1-2, force components in eV/Å:
0.8 -0.2 0.8
-0.7 -1.8 -1.2

Calculated total energy ... -16112.7105 eV
Spin multiplicity ... 2
M ... 92.16 Da
Highest occupied orbital energy (alpha / beta) ... -14.86 / -13.56 eV
Net charge ... +1

[6]
This record from the Open Molecules 2025 dataset describes a cluster of 4 separate species, C5H18O3 in total at a distorted geometry. The level of theory is wB97M-V/def2-TZVPD.

CARTESIAN COORDINATES (ANGSTROEM)
C -1.840 -1.114 1.173
C -1.385 0.093 0.339
C -0.480 1.084 1.082
C -0.263 2.311 0.196
C 0.840 0.427 1.498
H -1.536 -1.047 2.224
H -2.929 -1.161 1.234
H -1.493 -2.086 0.819
H -0.941 -0.325 -0.577
H -2.289 0.584 -0.037
H -1.064 1.281 1.989
H 0.690 2.797 0.420
H -0.953 3.129 0.414
H -0.321 1.987 -0.837
H 0.781 -0.644 1.695
H 1.226 0.849 2.432
H 1.620 0.609 0.755
H 0.836 0.370 -2.809
H -0.099 1.492 -3.190
O 0.145 0.598 -3.449
H 1.484 -2.290 0.459
H 0.330 -3.081 0.008
O 1.213 -2.834 -0.293
H 2.028 -1.432 -2.485
H 2.023 -0.904 -1.094
O 2.375 -0.694 -1.968

Atoms 1-2, force components in eV/Å:
-0.4 0.1 0.8
-0.3 -0.9 -0.6

SMILES ... CCC(C)C.O.O.O
Calculated total energy ... -11619.3789 eV
M ... 126.20 Da
Highest occupied orbital energy ... -11.02 eV

[7]
This record from the Open Molecules 2025 dataset describes an isolated molecule of C5H9N at a distorted geometry. The level of theory is wB97M-V/def2-TZVPD.

CARTESIAN COORDINATES (ANGSTROEM)
C -0.706 1.006 0.587
C -2.061 -0.481 -0.347
C -0.770 -0.427 0.191
N 0.719 -0.769 -0.731
C 1.959 -0.720 0.088
C 1.419 0.413 -0.670
H -1.113 1.754 -0.093
H -0.797 1.295 1.637
H -2.730 -1.328 -0.162
H -2.431 0.262 -1.053
H -0.634 -1.137 1.002
H 1.878 -0.633 1.174
H 2.792 -1.362 -0.229
H 1.765 0.985 -1.532
H 0.711 1.143 0.138

Atoms 1-2, force components in eV/Å:
-0.5 -0.2 -0.1
0.1 0.1 0.0

Calculated total energy ... -6814.8051 eV
M ... 83.13 Da
Highest occupied orbital energy ... -8.22 eV

[8]
This record from the Open Molecules 2025 dataset describes a structure of composition C6H8O2 at a distorted geometry. The level of theory is wB97M-V/def2-TZVPD.

CARTESIAN COORDINATES (ANGSTROEM)
C 1.308 -1.379 0.298
C -0.627 -0.217 0.929
C 0.750 0.000 -0.481
C 0.362 0.994 -1.459
C -1.025 1.307 -1.071
C -1.563 0.536 -0.022
H 1.844 -0.685 1.036
H 1.659 -2.275 -0.248
H -1.096 -0.266 2.000
H -0.152 -0.777 -0.732
H 0.349 0.739 -2.572
H 1.166 1.721 -1.151
H -1.669 2.041 -1.285
H -2.614 0.319 0.217
O 0.043 -1.541 0.791
O 0.617 0.508 0.906

Atoms 1-2, force components in eV/Å:
1.6 2.9 -0.9
1.4 0.5 4.0

Calculated total energy ... -10438.2323 eV
M ... 112.13 Da
Highest occupied orbital energy ... -9.01 eV

[9]
This record from the Open Molecules 2025 dataset describes a cluster of 4 separate species, C14H22N2O6 in total at a distorted geometry. The level of theory is wB97M-V/def2-TZVPD.

CARTESIAN COORDINATES (ANGSTROEM)
C -4.053 -4.681 0.363
C -2.507 -4.661 0.325
C -1.983 -4.110 -1.002
C -1.423 -5.072 -1.955
N -0.972 -5.825 -2.688
H -4.301 -4.982 1.382
H -4.446 -5.327 -0.416
H -4.427 -3.664 0.228
H -2.224 -5.714 0.415
H -2.090 -4.164 1.196
H -1.179 -3.395 -0.807
H -2.772 -3.634 -1.593
C -1.877 0.297 -1.836
C -1.979 0.372 -0.327
C -1.951 1.818 0.202
C -3.051 2.644 -0.268
N -3.902 3.333 -0.620
H -0.927 0.535 -2.318
H -2.668 0.873 -2.324
H -2.046 -0.716 -2.221
H -1.129 -0.131 0.136
H -2.826 -0.214 0.028
H -1.049 2.297 -0.196
H -1.832 1.875 1.283
C 2.698 -0.489 0.293
C 2.018 0.309 1.395
O 0.976 -0.564 1.873
C 0.845 -1.573 0.991
O -0.074 -2.328 0.998
O 1.773 -1.530 0.027
H 3.701 -0.837 0.541
H 2.824 0.196 -0.546
H 1.464 1.167 1.000
H 2.614 0.759 2.189
C 4.848 4.923 0.274
C 3.636 5.454 1.055
O 2.687 4.394 0.913
C 3.059 3.565 -0.094
O 2.365 2.710 -0.528
O 4.339 3.805 -0.449
H 5.652 4.666 0.961
H 5.144 5.640 -0.488
H 3.265 6.318 0.499
H 3.777 5.660 2.108

Atoms 1-2, force components in eV/Å:
1.1 0.8 0.6
-0.8 -1.2 -0.4

SMILES ... O=C1OCCO1.O=C1OCCO1.CCCC#N.CCCC#N
Calculated total energy ... -30139.1708 eV
M ... 314.34 Da
Highest occupied orbital energy ... -10.89 eV

[10]
This record from the Open Molecules 2025 dataset describes a cluster of 2 separate species, C9H14 in total at a distorted geometry. The level of theory is wB97M-V/def2-TZVPD.

CARTESIAN COORDINATES (ANGSTROEM)
C -2.153 1.853 0.867
C 1.830 0.633 0.063
C 1.123 1.304 -0.941
C 1.389 0.386 1.349
C -0.173 1.693 -0.816
C -0.025 0.685 1.473
C -0.787 1.282 0.429
H 2.888 0.430 -0.339
H 1.753 1.785 -1.748
H 1.879 -0.012 2.249
H -0.637 2.464 -1.389
H -0.441 0.633 2.556
H -2.198 2.662 0.165
H -2.255 2.279 1.859
H -3.069 1.187 0.791
C 0.219 -2.480 -0.058
C -0.013 -2.437 -1.599
H 0.912 -1.704 0.319
H -0.720 -2.152 0.357
H 0.444 -3.478 0.214
H 0.992 -2.395 -2.059
H -0.366 -1.428 -1.932
H -0.591 -3.188 -1.812

Atoms 1-2, force components in eV/Å:
-0.1 -1.1 -1.1
3.6 0.1 -3.5

Calculated total energy ... -9557.0610 eV
Spin multiplicity ... 2
M ... 122.21 Da
Highest occupied orbital energy (alpha / beta) ... 0.81 / -3.66 eV
Net charge ... -1

[11]
This record from the Open Molecules 2025 dataset describes a cluster of 2 separate species, C11H15N in total at a distorted geometry. The level of theory is wB97M-V/def2-TZVPD.

CARTESIAN COORDINATES (ANGSTROEM)
C 2.980 1.489 1.438
C 0.783 -1.085 -0.169
C 1.244 0.244 -0.075
C 2.168 0.307 1.032
C 2.177 -0.932 1.589
C -0.711 -0.430 -1.938
C -0.297 -1.368 -1.010
C -0.204 0.876 -1.856
C 0.773 1.226 -0.951
N 1.419 -1.806 0.813
H -1.445 -0.782 -2.654
H -0.829 -2.283 -0.782
H -0.706 1.636 -2.445
H 1.222 2.203 -0.906
H 1.061 -2.684 1.147
H 2.709 -1.379 2.406
H 2.447 2.214 2.055
H 3.249 2.041 0.559
H 3.899 1.261 1.972
C -3.476 0.226 0.057
C -4.839 0.744 0.495
H -3.046 0.882 -0.704
H -2.784 0.057 0.874
H -3.633 -0.705 -0.498
H -4.787 1.526 1.256
H -5.476 0.931 -0.362
H -5.370 -0.006 1.101

Atoms 1-2, force components in eV/Å:
-0.2 0.3 0.3
-0.6 1.3 0.2

SMILES ... Cc1c[nH]c2ccccc12.CC
Calculated total energy ... -13140.1703 eV
M ... 161.25 Da
Highest occupied orbital energy ... -7.87 eV

[12]
This record from the Open Molecules 2025 dataset describes an isolated molecule of C3H7NS2 at a distorted geometry. The level of theory is wB97M-V/def2-TZVPD.

CARTESIAN COORDINATES (ANGSTROEM)
C 0.217 1.390 1.805
C -0.700 0.094 1.124
C -0.529 -1.119 -1.445
H 0.900 0.904 2.417
H -0.648 1.904 2.434
H 0.851 2.128 0.902
H -1.785 0.572 0.867
H -0.936 -0.996 1.562
H -1.410 -1.700 -1.116
H 2.181 -0.171 -2.540
N 0.040 -1.754 -2.440
S 0.155 0.074 -0.505
S 1.663 -1.326 -3.065

Atoms 1-2, force components in eV/Å:
-3.2 0.5 -2.2
-2.0 1.8 -1.4

SMILES ... CCS/C=N\S
Calculated total energy ... -26381.4758 eV
M ... 121.23 Da
Highest occupied orbital energy ... -8.41 eV

Question: What is the M in the second record?
Answer: 1019.06 Da

Question: The lowest M belongs to which entry?
Answer: C2H6O2

Question: Number 6 is which compound?
Answer: C5H18O3